Entry 1:
Here is 2 unconnected molecules or ions with the total composition CHCl3O2S in a non-equilibrium geometry from OMol25. Energies are from ωB97M-V/def2-TZVPD.

Element x y z (Å)
C1 -1.368 0.001 0.134
O1 1.761 0.725 1.165
O2 1.924 0.734 -1.267
S1 1.250 0.271 -0.088
Cl1 -1.704 0.771 1.515
Cl2 -2.062 0.615 -1.322
Cl3 1.531 -1.935 -0.126
H1 -1.333 -1.182 -0.010

frontier orbital gap (spin up / spin down) = 0.25821 / 0.25805 hartree
E_HOMO (spin up / spin down) = -9.79 / -9.79 eV
maximum force = 4.5 eV/Å

Results of the Löwdin charge analysis, in e, for atoms 1 through 6: number 1, C, carries -1.167; number 2, O, carries -0.415; number 3, O, carries -0.406; number 4, S, carries 0.402; number 5, Cl, carries 0.758; number 6, Cl, carries 0.624

Entry 2:
Here is a molecular structure, CHCl4P in a non-equilibrium geometry from OMol25. Energies are from ωB97M-V/def2-TZVPD.

Element x y z (Å)
C1 0.874 -0.110 0.119
P1 -1.167 1.066 -0.255
Cl1 1.238 -1.026 -1.447
Cl2 2.067 1.054 0.518
Cl3 0.610 -1.280 1.299
Cl4 -2.429 0.257 0.964
H1 -1.194 0.039 -1.197

frontier orbital gap = 0.32281 hartree
E_HOMO = -9.36 eV
maximum force = 4.0 eV/Å

Results of the Löwdin charge analysis, in e, for atoms 1 through 6: number 1, C, carries -1.823; number 2, P, carries 0.385; number 3, Cl, carries 0.411; number 4, Cl, carries 0.519; number 5, Cl, carries 0.526; number 6, Cl, carries 0.151

Entry 3:
Here is a single CHClF2 molecule in a non-equilibrium geometry from OMol25. Energies are from ωB97M-V/def2-TZVPD.

Element x y z (Å)
F1 -1.381 0.402 0.203
C1 -0.177 0.465 0.075
F2 -0.010 1.074 -1.161
Cl1 0.778 -1.015 0.430
H1 0.352 1.181 0.872

frontier orbital gap = 0.45946 hartree
E_HOMO = -11.56 eV
structure (SMILES) = FC(F)Cl
maximum force = 8.6 eV/Å

For reference, the Löwdin charges in units of e are: number 1, F, carries 0.155; number 2, C, carries -0.905; number 3, F, carries -0.002; number 4, Cl, carries 0.616; number 5, H, carries 0.136

Entry 4:
Here is a single CHClF2N2 molecule in a non-equilibrium geometry from OMol25. Energies are from ωB97M-V/def2-TZVPD.

Element x y z (Å)
H1 -2.160 0.017 0.177
N1 -1.301 -0.372 0.100
C1 -0.252 0.322 0.009
Cl1 -0.034 2.169 -0.076
N2 0.899 -0.411 0.240
F1 2.124 -0.066 -0.297
F2 0.724 -1.661 -0.153

frontier orbital gap = 0.40722 hartree
E_HOMO = -10.73 eV
structure (SMILES) = [H]/N=C(\Cl)N(F)F
maximum force = 4.1 eV/Å

Results of the Löwdin charge analysis, in e, for atoms 1 through 6: number 1, H, carries 0.025; number 2, N, carries 0.162; number 3, C, carries -0.689; number 4, Cl, carries 0.566; number 5, N, carries -0.139; number 6, F, carries 0.020

Entry 5:
Here is 2 unconnected molecules or ions with the total composition CHClF2OS2 in a non-equilibrium geometry from OMol25. Energies are from ωB97M-V/def2-TZVPD.

Element x y z (Å)
C1 -0.441 1.068 0.651
O1 -0.470 0.173 -1.748
F1 -0.086 2.262 1.190
F2 -1.347 0.509 1.383
S1 1.945 -2.087 -0.172
S2 -1.067 1.285 -1.136
Cl1 0.974 -3.718 -0.964
H1 0.491 0.509 0.795

frontier orbital gap (spin up / spin down) = 0.31230 / 0.24968 hartree
E_HOMO (spin up / spin down) = -9.83 / -9.47 eV
maximum force = 6.1 eV/Å

Results of the Löwdin charge analysis, in e, for atoms 1 through 6: number 1, C, carries -0.617; number 2, O, carries -0.565; number 3, F, carries -0.001; number 4, F, carries 0.068; number 5, S, carries 0.080; number 6, S, carries 0.965

Entry 6:
Here is 2 unconnected molecules or ions with the total composition CHClFNS in a non-equilibrium geometry from OMol25. Energies are from ωB97M-V/def2-TZVPD.

Element x y z (Å)
C1 1.202 0.713 0.835
N1 -1.207 -0.529 -1.656
F1 2.301 1.393 1.037
S1 0.413 -0.417 1.595
Cl1 -1.135 -1.610 -0.485
H1 -1.575 0.450 -1.326

frontier orbital gap (spin up / spin down) = 0.30829 / 0.28329 hartree
E_HOMO (spin up / spin down) = -9.51 / -8.66 eV
maximum force = 3.3 eV/Å

For reference, the Löwdin charges in units of e are: number 1, C, carries -0.661; number 2, N, carries -0.508; number 3, F, carries -0.007; number 4, S, carries 0.665; number 5, Cl, carries 0.483; number 6, H, carries 0.028

Entry 7:
Here is a single CHClFNS molecule in a non-equilibrium geometry from OMol25. Energies are from ωB97M-V/def2-TZVPD.

Element x y z (Å)
F1 0.972 1.386 0.137
C1 0.825 0.081 0.024
S1 1.954 -1.030 0.005
N1 -0.754 -0.180 -0.096
Cl1 -2.045 0.915 0.028
H1 -0.952 -1.171 -0.098

frontier orbital gap = 0.35103 hartree
E_HOMO = -9.50 eV
structure (SMILES) = FC(=S)NCl
maximum force = 5.4 eV/Å

For reference, the Löwdin charges in units of e are: number 1, F, carries 0.013; number 2, C, carries -0.899; number 3, S, carries 0.755; number 4, N, carries -0.505; number 5, Cl, carries 0.590; number 6, H, carries 0.046

Entry 8:
Here is 2 unconnected molecules or ions with the total composition CHClFO2S2 in a non-equilibrium geometry from OMol25. Energies are from ωB97M-V/def2-TZVPD.

Element x y z (Å)
C1 -1.351 -0.817 -0.343
O1 2.490 -0.598 0.084
O2 1.402 1.419 -0.987
F1 -1.939 -1.806 0.310
S1 1.324 1.498 1.954
S2 1.496 0.489 0.165
Cl1 -2.031 0.648 0.279
H1 -1.390 -0.834 -1.462

frontier orbital gap (spin up / spin down) = 0.24475 / 0.24208 hartree
E_HOMO (spin up / spin down) = -3.25 / -4.15 eV
maximum force = 1.9 eV/Å
charge = -1
spin multiplicity = 3

Results of the Löwdin charge analysis, in e, for atoms 1 through 6: number 1, C, carries -0.607; number 2, O, carries -0.531; number 3, O, carries -0.550; number 4, F, carries -0.077; number 5, S, carries -0.046; number 6, S, carries 0.154

Entry 9:
Here is a gas-phase ion, CHClN4OP (charge -1) in a non-equilibrium geometry from OMol25. Energies are from ωB97M-V/def2-TZVPD.

Element x y z (Å)
O1 -2.095 0.483 -1.631
P1 -1.831 -0.764 -0.985
Cl1 -0.129 -1.527 -1.893
C1 -0.277 -0.083 0.529
N1 -0.102 -0.131 1.859
N2 1.151 0.315 2.080
N3 1.696 0.694 0.982
N4 0.811 0.453 0.007
H1 0.776 0.559 -0.947

frontier orbital gap = 0.31117 hartree
E_HOMO = -4.71 eV
structure (SMILES) = [O-]P(Cl)c1nnn[nH]1
maximum force = 4.7 eV/Å
charge = -1

Results of the Löwdin charge analysis, in e, for atoms 1 through 6: number 1, O, carries -0.623; number 2, P, carries 0.293; number 3, Cl, carries 0.086; number 4, C, carries -0.460; number 5, N, carries -0.062; number 6, N, carries -0.125

Entry 10:
Here is a molecular structure, CHClNO2PS in a non-equilibrium geometry from OMol25. Energies are from ωB97M-V/def2-TZVPD.

Element x y z (Å)
C1 -0.072 -1.503 0.053
N1 0.195 -0.228 -0.044
O1 0.924 -2.264 -0.002
O2 2.176 -0.761 -1.810
P1 2.080 -0.706 -0.392
S1 3.228 -0.401 1.131
Cl1 -1.588 -2.179 0.319
H1 -0.531 0.434 -0.319

frontier orbital gap = 0.37474 hartree
E_HOMO = -10.04 eV
maximum force = 4.0 eV/Å

Results of the Löwdin charge analysis, in e, for atoms 1 through 6: number 1, C, carries -1.059; number 2, N, carries 0.021; number 3, O, carries -0.115; number 4, O, carries -0.314; number 5, P, carries 0.246; number 6, S, carries 0.283

Entry 11:
Here is a single CHClO2S molecule in a non-equilibrium geometry from OMol25. Energies are from ωB97M-V/def2-TZVPD.

Element x y z (Å)
O1 1.395 0.690 -1.508
C1 0.851 0.045 -0.669
O2 0.198 0.743 0.302
S1 -0.718 -0.187 1.771
Cl1 -2.589 -0.224 0.812
H1 0.863 -1.067 -0.707

frontier orbital gap = 0.32633 hartree
E_HOMO = -10.46 eV
structure (SMILES) = O=COSCl
maximum force = 4.2 eV/Å

For reference, the Löwdin charges in units of e are: number 1, O, carries 0.091; number 2, C, carries -0.448; number 3, O, carries -0.375; number 4, S, carries 0.508; number 5, Cl, carries 0.085; number 6, H, carries 0.139

Entry 12:
Here is 2 unconnected molecules or ions with the total composition CHClO3 in a non-equilibrium geometry from OMol25. Energies are from ωB97M-V/def2-TZVPD.

Element x y z (Å)
C1 0.957 0.273 0.012
O1 0.430 1.290 0.114
O2 -1.642 -0.224 0.385
O3 -0.598 -1.135 0.337
Cl1 2.390 -0.430 -0.335
H1 -1.536 0.226 -0.512

frontier orbital gap (spin up / spin down) = 0.31312 / 0.31334 hartree
E_HOMO (spin up / spin down) = -9.10 / -9.11 eV
maximum force = 4.4 eV/Å

For reference, the Löwdin charges in units of e are: number 1, C, carries -0.724; number 2, O, carries 0.123; number 3, O, carries -0.145; number 4, O, carries -0.220; number 5, Cl, carries 0.861; number 6, H, carries 0.106

The evaluated relative energy (zero: lowest compared OMol25 entry of this formula, charge and spin) for the records listed, in turn: 1.862; 1.006; 0.669; 0.610; 2.586; 4.155; 0.621; 0.035; 0.795; 0.114; 0.842; 4.429 eV.